No. 1
Below is a structure of composition C31H32CoN2O5P2, with properties calculated with ωB97M-V with the def2-TZVPD basis set.

Atoms and positions in Å:
Co1 1.468 1.026 -0.031
O1 0.500 1.575 -1.932
C1 0.119 2.962 -1.869
C2 1.282 3.798 -1.380
N1 1.754 3.264 -0.103
C3 3.219 3.322 0.001
C4 3.850 2.253 -0.899
O2 4.950 2.405 -1.371
O3 3.085 1.208 -1.081
C5 1.073 3.807 1.071
C6 0.885 2.740 2.154
O4 0.473 3.048 3.248
O5 1.159 1.519 1.780
H1 1.289 1.485 -2.493
H2 -0.708 3.003 -1.157
H3 -0.245 3.297 -2.843
H4 0.988 4.852 -1.316
H5 2.097 3.745 -2.105
H6 3.501 3.114 1.036
H7 3.615 4.306 -0.262
H8 0.084 4.174 0.787
H9 1.607 4.658 1.503
C7 -1.504 -2.410 -0.994
N2 -0.856 -1.353 -0.197
P1 -1.428 0.188 0.037
C8 -2.966 0.324 -0.879
C9 -3.065 1.151 -1.994
C10 -4.277 1.273 -2.659
C11 -5.383 0.569 -2.212
C12 -5.290 -0.253 -1.093
C13 -4.090 -0.370 -0.417
C14 -1.783 0.498 1.748
C15 -1.567 -0.435 2.758
C16 -1.885 -0.097 4.061
C17 -2.392 1.163 4.355
C18 -2.606 2.092 3.347
C19 -2.299 1.765 2.039
P2 0.814 -1.456 0.293
C20 1.002 -3.028 1.135
C21 0.994 -3.040 2.530
C22 1.089 -4.243 3.212
C23 1.197 -5.432 2.504
C24 1.234 -5.423 1.115
C25 1.146 -4.224 0.428
C26 1.796 -1.610 -1.232
C27 1.323 -1.488 -2.536
C28 2.202 -1.575 -3.609
C29 3.552 -1.791 -3.385
C30 4.032 -1.908 -2.088
C31 3.163 -1.806 -1.018
H10 -2.584 -2.360 -0.890
H11 -1.161 -3.367 -0.604
H12 -1.254 -2.350 -2.048
H13 -2.199 1.686 -2.356
H14 -4.354 1.917 -3.525
H15 -6.328 0.662 -2.731
H16 -6.160 -0.790 -0.742
H17 -4.029 -0.981 0.476
H18 -1.188 -1.422 2.530
H19 -1.734 -0.818 4.854
H20 -2.618 1.421 5.381
H21 -2.991 3.074 3.581
H22 -2.460 2.494 1.252
H23 0.951 -2.107 3.081
H24 1.091 -4.251 4.293
H25 1.271 -6.370 3.037
H26 1.344 -6.350 0.570
H27 1.211 -4.214 -0.653
H28 0.283 -1.279 -2.736
H29 1.828 -1.471 -4.619
H30 4.237 -1.851 -4.220
H31 5.089 -2.050 -1.911
H32 3.558 -1.862 -0.009

Calculated values
<S²>: 6.02
E_HOMO (alpha / beta) in eV: -11.23 / -11.51
Electronic energy in a.u.: -3751.4998
Kohn-Sham gap (alpha / beta) in eV: 8.4 / 5.6
Spin multiplicity: 5
Net charge: +1

Here are the Löwdin charges for atoms 1 to 8, given in e: 0.6581 -0.1522 -0.1944 -0.1376 -0.2125 -0.0699 -0.6079 0.0894

***

No. 2
Below is the ion C2H2F5NOP with charge -1 at a distorted geometry, with properties calculated with ωB97M-V with the def2-TZVPD basis set.

Atoms and positions in Å:
C1 1.969 1.404 1.267
C2 1.350 -3.104 1.520
N1 1.545 -2.125 0.781
O1 0.759 -1.025 0.960
F1 2.307 0.928 2.518
F2 3.158 1.878 0.776
F3 1.249 2.545 1.541
F4 0.457 -3.285 2.509
F5 2.063 -4.215 1.392
P1 0.775 0.214 -0.201
H1 -0.249 0.873 0.475
H2 -0.327 -0.530 -0.952

Calculated values
E_HOMO in eV: -2.87
Electronic energy in a.u.: -1048.0170
Kohn-Sham gap in eV: 6.5
Net charge: -1

Here are the natural (NBO) charges for atoms 1 to 8, given in e: 0.6074 0.8514 -0.2121 -0.6263 -0.4094 -0.4030 -0.4109 -0.3219

***

No. 3
Below is a cluster of 2 separate species, C2H4NO4 in total at a distorted geometry, with properties calculated with ωB97M-V with the def2-TZVPD basis set.

Atoms and positions in Å:
O1 -0.924 0.413 1.905
C1 -0.636 1.247 1.068
N1 0.470 1.343 0.326
C2 1.304 0.060 0.008
O2 0.791 -0.876 -0.589
O3 2.403 0.188 0.577
H1 -1.290 2.135 0.906
H2 0.733 2.080 -0.302
H3 -0.843 -1.570 -0.882
H4 -0.628 -2.764 -1.670
O4 -1.381 -2.256 -1.345

Calculated values
E_HOMO in eV: -4.78
Electronic energy in a.u.: -434.4169
Kohn-Sham gap in eV: 8.8
Net charge: -1

Here are the natural (NBO) charges for atoms 1 to 8, given in e: -0.6355 0.5315 -0.7106 0.8885 -0.7563 -0.7361 0.0542 0.3884

***

No. 4
Below is the ion C5H11N2 with charge +1, with properties calculated with ωB97M-V with the def2-TZVPD basis set.

Atoms and positions in Å:
C1 -3.153 -0.151 -0.315
N1 -2.055 0.463 -0.199
C2 -0.980 -0.060 0.533
C3 -0.055 -0.888 0.028
C4 1.348 -0.955 0.559
C5 2.276 -0.052 -0.259
N2 1.685 1.331 -0.359
H1 -3.340 -1.108 0.176
H2 -3.942 0.280 -0.921
H3 -0.896 0.318 1.551
H4 -0.310 -1.520 -0.818
H5 1.754 -1.964 0.486
H6 1.372 -0.678 1.616
H7 3.256 0.031 0.209
H8 2.435 -0.422 -1.269
H9 1.945 1.830 -1.209
H10 1.917 1.920 0.441
H11 0.658 1.189 -0.367

Calculated values
E_HOMO in eV: -12.86
Electronic energy in a.u.: -306.3313
Kohn-Sham gap in eV: 9.5
SMILES: C=N/C=C/CC[NH3+]
Net charge: +1

Here are the natural (NBO) charges for atoms 1 to 8, given in e: 0.0117 -0.4232 -0.0384 -0.2911 -0.4561 -0.2184 -0.6920 0.1679

***

No. 5
Below is a cluster of 3 separate species, CH8N2O2 in total at a distorted geometry, with properties calculated with ωB97M-V with the def2-TZVPD basis set.

Atoms and positions in Å:
H1 1.942 -0.975 -0.101
N1 1.263 -0.276 -0.373
C1 0.349 -0.856 -1.073
N2 -0.264 -0.315 -2.150
H2 0.195 -1.923 -0.881
H3 -0.233 0.688 -2.169
H4 -0.948 -0.872 -2.615
O1 0.659 1.113 2.395
H5 1.190 0.705 1.707
H6 0.700 2.061 2.263
O2 -1.993 0.332 1.039
H7 -1.587 -0.082 0.278
H8 -1.273 0.399 1.679

Calculated values
E_HOMO in eV: -9.61
Electronic energy in a.u.: -302.8718
Kohn-Sham gap in eV: 10.3
SMILES: [H]/N=C/N.O.O
Net charge: 0

Here are the natural (NBO) charges for atoms 1 to 8, given in e: 0.3554 -0.8055 0.2879 -0.7956 0.1504 0.4088 0.4013 -0.9656

***

No. 6
Below is an isolated molecule of C4H8O, with properties calculated with ωB97M-V with the def2-TZVPD basis set.

Atoms and positions in Å:
O1 1.139 -0.387 0.019
C1 1.811 1.030 0.618
C2 -0.047 -0.038 -0.689
C3 -1.237 0.470 0.037
C4 -1.247 -0.915 -0.578
H1 0.958 -1.069 0.686
H2 2.861 0.700 0.543
H3 1.537 0.854 1.680
H4 0.245 0.408 -1.632
H5 -1.173 0.542 1.119
H6 -1.809 1.267 -0.430
H7 -1.215 -1.762 0.107
H8 -1.822 -1.100 -1.480

Calculated values
E_HOMO in eV: -7.45
Electronic energy in a.u.: -232.2519
Kohn-Sham gap in eV: 8.1
Net charge: 0

Here are the natural (NBO) charges for atoms 1 to 8, given in e: -0.5318 -0.5375 0.0962 -0.4323 -0.4583 0.5057 0.1240 0.1046